The following is a quantum chemistry calculation of one molecule with the formula C10H10N2O2 at a distorted geometry, from the OMol25 dataset.

```
24
C10H10N2O2 ωB97M-V/def2-TZVPD
C -2.84506 1.37491 -1.86549
C -2.52707 1.45468 -0.49894
C -1.95574 0.78926 -2.76043
C -1.34091 1.15531 0.05941
C -0.68583 0.49765 -2.26045
C 1.73949 -1.32563 1.30513
C -0.46674 0.54155 -0.86346
C 1.76659 -0.52283 0.15446
C 0.71787 0.15841 -0.26631
C 3.20030 -0.07008 -0.19920
N 0.76449 -1.54075 2.19556
N -0.38034 -0.91635 2.17866
O -1.22612 -1.37605 3.21123
O 1.11056 -2.38221 3.11294
H -3.71217 1.80476 -2.25173
H -3.39199 1.85666 0.16466
H -2.03141 0.79594 -3.95626
H -1.23964 1.03861 1.12761
H 0.16781 0.39370 -2.97904
H 2.56795 -1.75844 1.68273
H 3.20665 -0.03015 -1.40815
H 3.38903 0.86066 0.23745
H 3.92642 -0.84134 0.09835
H -0.75413 -1.95826 3.78128
```

Values from the calculation:
- ΔE to the lowest compared entry with this formula, charge and spin: 236.8 kcal/mol
- Spin multiplicity: 1
- E_HOMO (spin up / spin down): -8.041 / -7.335 eV
- LUMO level (spin up / spin down): -0.847 / -1.501 eV